Below is 4 unconnected molecules or ions with the total composition C34H60NO7 at a distorted geometry, with properties calculated with wB97M-V/def2-TZVPD.

The value obtained for the HOMO-LUMO gap (spin up / spin down) is 8.62 / 7.97 eV. Its LUMO energy (spin up / spin down) is 0.2 / -0.4 eV. Its multiplicity is 2. The maximum force comes out at 4.867 eV/A. The HOMO energy (spin up / spin down) comes out at -8.380 / -8.381 eV.

The geometry in XYZ format:
```
102
C34H60NO7 | OMol25 | wB97M-V/def2-TZVPD
C 0.34 6.59 1.51
C -0.20 6.30 -0.01
C 0.01 4.72 -0.50
C -1.29 4.37 -1.44
C -1.17 3.04 -2.36
C -0.86 1.63 -1.50
C 0.77 1.54 -1.43
C 1.41 0.97 -0.04
C 3.01 0.62 -0.40
C 3.92 1.43 -1.49
C 5.48 0.90 -1.73
C 6.13 -0.41 -0.93
C 5.22 -1.22 0.18
C 3.68 -0.68 0.41
C -1.68 1.54 -0.11
C -2.26 0.11 0.37
C -3.79 0.42 0.98
C -1.42 -0.36 1.74
N -2.47 -0.97 -0.63
O -2.44 -2.22 -0.07
C -1.54 -1.01 -1.80
C -2.30 -1.98 -2.93
C -0.10 -1.81 -1.52
C -1.34 0.43 -2.56
H -0.11 5.85 2.30
H -0.06 7.67 1.82
H 1.51 6.67 1.53
H 0.25 7.05 -0.82
H -1.36 6.50 -0.01
H 1.03 4.73 -1.12
H 0.05 4.04 0.45
H -2.27 4.36 -0.76
H -1.44 5.31 -2.17
H -2.18 2.95 -3.00
H -0.27 3.15 -3.10
H 1.13 0.80 -2.30
H 1.33 2.56 -1.67
H 0.97 -0.04 0.35
H 1.46 1.83 0.76
H 3.46 2.35 -2.10
H 6.17 1.42 -2.54
H 7.24 -0.79 -1.16
H 5.57 -2.17 0.78
H 3.00 -1.27 1.18
H -2.61 2.28 -0.21
H -1.04 1.99 0.79
H -3.69 1.11 1.92
H -4.25 -0.64 1.25
H -4.43 0.89 0.11
H -0.54 -1.10 1.51
H -2.22 -0.98 2.37
H -1.13 0.55 2.43
H -2.29 -3.10 -2.55
H -3.37 -1.54 -3.08
H -1.62 -1.95 -3.88
H 0.15 -1.92 -0.38
H -0.20 -2.93 -1.93
H 0.80 -1.34 -2.11
H -2.41 0.77 -2.95
H -0.63 0.38 -3.51
O -4.48 3.96 -1.48
C -5.29 3.60 -2.33
O -5.25 2.34 -2.81
C -6.28 1.76 -3.64
C -6.06 2.09 -5.10
C -6.29 4.57 -2.89
H -7.28 2.04 -3.29
H -6.21 0.67 -3.50
H -6.11 3.17 -5.28
H -6.80 1.60 -5.73
H -5.06 1.77 -5.42
H -5.82 5.12 -3.71
H -6.58 5.27 -2.10
H -7.21 4.10 -3.23
O 4.34 -0.89 7.50
C 4.10 -1.29 6.36
O 2.94 -0.97 5.76
C 2.64 -1.21 4.37
C 2.11 -2.61 4.16
C 5.05 -2.22 5.66
H 3.51 -0.99 3.74
H 1.87 -0.48 4.09
H 2.84 -3.37 4.45
H 1.83 -2.77 3.12
H 1.22 -2.78 4.79
H 4.85 -3.24 5.97
H 6.07 -1.95 5.95
H 5.02 -2.14 4.57
O 3.26 -5.72 3.75
C 3.02 -6.12 2.62
O 1.85 -5.80 2.02
C 1.56 -6.04 0.63
C 1.02 -7.44 0.42
C 3.97 -7.05 1.91
H 2.43 -5.82 0.00
H 0.79 -5.31 0.35
H 1.76 -8.20 0.70
H 0.75 -7.60 -0.63
H 0.14 -7.61 1.05
H 3.76 -8.07 2.22
H 4.99 -6.78 2.20
H 3.93 -6.97 0.83
```